[1]
Formula: C4HCl2NO
Source: the OMol25 dataset
Level of theory: ωB97M-V with the def2-TZVPD basis set

Values from the calculation:
frontier orbital gap = 0.344 Ha
ΔE to the lowest compared entry with this formula, charge and spin = 71.9 kJ/mol
HOMO energy = -10.500 eV
E = -32743.27639 eV
total charge = 0

Geometry (Å):
N -1.038 -1.192 -2.896
C -0.692 -1.096 -1.826
C -0.263 -0.667 -0.377
C 0.179 -1.977 0.363
O 0.995 -1.801 1.310
C -0.167 0.512 0.190
Cl -0.292 1.945 -0.604
Cl 0.612 0.709 1.766
H -0.484 -3.000 -0.051

Here are the Löwdin charges for atoms 1 to 5, given in e: atom 1 (N): 0.16, atom 2 (C): -0.18, atom 3 (C): -0.27, atom 4 (C): -0.18, atom 5 (O): -0.08

---

[2]
Formula: C57H65NO35
Source: the OMol25 dataset
Level of theory: ωB97M-V with the def2-TZVPD basis set

Values from the calculation:
frontier orbital gap = 0.258 Ha
ΔE to the lowest compared entry with this formula, charge and spin = 0.0 kJ/mol
HOMO energy = -9.320 eV
E = -133302.52683 eV
total charge = 0

Geometry (Å):
O 1.465 5.220 -2.454
C 1.222 4.212 -3.148
C 1.775 2.842 -2.827
C 1.776 1.794 -3.658
O 2.335 0.579 -3.316
C 1.181 1.893 -5.034
O 1.219 1.074 -5.923
C 0.458 3.090 -5.238
C 0.433 4.179 -4.401
O -0.189 5.299 -4.681
H 2.320 2.740 -1.900
H 2.228 0.068 -4.121
H -0.030 3.343 -6.168
H 0.143 6.017 -4.137
O 6.013 -4.742 -0.866
C 5.194 -4.998 -1.745
C 5.650 -5.693 -3.010
C 4.867 -5.904 -4.063
O 5.330 -6.468 -5.235
C 3.427 -5.623 -4.145
O 2.685 -5.683 -5.125
C 2.877 -5.242 -2.870
C 3.671 -4.855 -1.780
O 3.112 -4.505 -0.566
H 6.694 -5.933 -3.146
H 4.594 -6.698 -5.807
H 1.815 -5.091 -2.748
H 3.757 -4.476 0.143
O -1.465 5.304 -0.174
C -1.009 5.479 0.966
C -1.455 6.600 1.854
C -0.902 6.868 3.017
O -1.612 7.766 3.819
C 0.283 6.176 3.584
O 0.714 6.518 4.695
C 0.733 5.089 2.756
C 0.184 4.779 1.579
O 0.723 3.829 0.809
H -2.365 7.111 1.576
H -1.083 8.058 4.565
H 1.660 4.551 2.889
H 0.250 3.570 0.015
O -1.396 2.066 4.810
C -0.995 1.055 5.330
C -1.925 0.011 5.768
C -1.447 -1.142 6.363
O -2.310 -2.203 6.623
C -0.027 -1.399 6.729
O 0.422 -2.447 7.151
C 0.913 -0.379 6.268
C 0.470 0.809 5.713
O 1.336 1.834 5.438
H -2.987 0.127 5.613
H -1.983 -2.784 7.313
H 1.973 -0.425 6.467
H 0.845 2.588 5.105
O -0.199 -8.085 1.294
C 0.095 -6.875 1.428
C -0.534 -5.855 0.647
C -0.167 -4.565 0.747
O -0.757 -3.610 0.037
C 0.782 -4.042 1.839
O 0.902 -2.847 2.200
C 1.447 -5.167 2.522
C 1.157 -6.440 2.337
O 1.732 -7.391 3.080
H -1.268 -6.119 -0.100
H -0.330 -2.760 0.169
H 2.196 -5.094 3.297
H 1.594 -8.248 2.670
O 6.084 1.446 2.604
C 5.745 0.308 2.275
C 6.620 -0.676 1.535
C 6.386 -1.966 1.369
O 7.239 -2.781 0.698
C 5.132 -2.650 1.878
O 4.868 -3.837 1.816
C 4.229 -1.733 2.577
C 4.456 -0.409 2.684
O 3.529 0.342 3.363
H 7.637 -0.416 1.280
H 6.733 -3.544 0.407
H 3.250 -2.079 2.874
H 3.696 1.275 3.512
O -2.779 -0.883 -0.753
C -3.220 0.060 -1.438
C -4.598 0.185 -1.758
C -5.109 1.197 -2.551
O -6.472 1.112 -2.974
C -4.260 2.240 -3.185
O -4.588 3.206 -3.916
C -2.826 2.051 -2.864
C -2.351 1.091 -2.087
O -1.006 1.010 -1.767
H -5.305 -0.511 -1.333
H -6.633 1.897 -3.502
H -2.099 2.748 -3.255
H -0.820 0.307 -1.140
C -5.071 -0.930 2.305
N -4.193 -1.792 3.130
C -4.489 -2.266 4.495
C -3.000 -2.107 2.578
O -2.004 -2.608 3.092
H -4.809 -0.928 1.247
H -5.371 0.020 2.747
H -5.997 -1.498 2.390
H -5.498 -2.665 4.601
H -3.658 -2.812 4.942
H -4.556 -1.425 5.184
H -2.984 -1.705 1.553
C -4.999 6.039 -1.150
O -6.218 6.491 -0.571
C -6.157 6.881 0.744
C -6.090 6.005 1.989
O -4.967 5.141 1.985
C -4.479 4.855 3.337
H -4.532 5.304 -0.495
H -4.305 6.834 -1.423
H -5.173 5.547 -2.107
H -7.095 7.431 0.818
H -5.446 7.706 0.782
H -6.980 5.387 1.869
H -6.133 6.746 2.786
H -3.687 4.107 3.300
H -5.342 4.495 3.896
H -3.975 5.732 3.743
C 0.859 -2.498 -5.106
O 2.048 -1.556 -5.190
C 2.651 -1.678 -6.484
C 3.354 -2.990 -6.761
O 4.114 -2.850 -8.021
C 4.480 -4.084 -8.628
H 0.010 -2.260 -5.748
H 0.520 -2.256 -4.098
H 1.187 -3.535 -5.169
H 3.388 -0.909 -6.716
H 1.816 -1.524 -7.167
H 2.568 -3.741 -6.832
H 4.056 -3.379 -6.023
H 3.608 -4.699 -8.849
H 5.117 -4.731 -8.025
H 4.988 -4.008 -9.590
C 1.406 -1.413 -0.806
O 0.385 -0.938 0.009
C 0.854 -0.055 1.081
C -0.362 0.636 1.798
O -1.036 1.450 0.844
C -2.213 2.034 1.379
H 1.133 -2.087 -1.618
H 2.087 -1.944 -0.142
H 2.017 -0.592 -1.182
H 1.538 0.717 0.729
H 1.444 -0.522 1.869
H -0.075 1.312 2.605
H -0.927 -0.217 2.173
H -2.669 1.261 1.998
H -2.867 2.486 0.633
H -2.031 2.846 2.083

Here are the Löwdin charges for atoms 1 to 5, given in e: atom 1 (O): 0.09, atom 2 (C): -0.27, atom 3 (C): 0.07, atom 4 (C): -0.20, atom 5 (O): 0.08

---

[3]
Formula: C8H24O4
Source: the OMol25 dataset
Level of theory: ωB97M-V with the def2-TZVPD basis set

Values from the calculation:
frontier orbital gap = 0.370 Ha
ΔE to the lowest compared entry with this formula, charge and spin = 36.7 kJ/mol
HOMO energy = -9.534 eV
E = -16874.32897 eV
total charge = 0

Geometry (Å):
C 0.467 -2.163 -0.430
C 0.276 -0.741 -0.962
O 1.287 0.144 -0.460
H -0.228 -2.841 -0.931
H 0.291 -2.214 0.645
H 1.485 -2.509 -0.616
H -0.688 -0.349 -0.648
H 0.342 -0.780 -2.052
H 2.112 -0.093 -0.903
C -1.061 3.376 2.373
C -0.307 2.173 1.869
O 0.324 2.501 0.645
H -1.913 3.609 1.730
H -0.425 4.264 2.368
H -1.419 3.208 3.389
H -1.034 1.360 1.731
H 0.438 1.867 2.612
H 0.603 1.671 0.228
C -3.859 -0.323 0.418
C -4.531 0.863 1.033
O -5.348 1.512 0.047
H -4.590 -1.034 0.035
H -3.206 -0.867 1.109
H -3.204 -0.016 -0.402
H -3.801 1.581 1.413
H -5.187 0.545 1.844
H -4.996 2.383 -0.152
C 4.800 -2.187 -0.989
C 3.955 -2.064 -2.229
O 3.323 -0.782 -2.252
H 5.283 -3.158 -0.937
H 4.185 -2.047 -0.092
H 5.512 -1.360 -0.931
H 3.191 -2.850 -2.225
H 4.569 -2.219 -3.119
H 3.352 -0.461 -3.157

Here are the Löwdin charges for atoms 1 to 5, given in e: atom 1 (C): -0.07, atom 2 (C): -0.27, atom 3 (O): -0.10, atom 4 (H): 0.08, atom 5 (H): 0.08

---

[4]
Formula: C3H6N2O
Source: the OMol25 dataset
Level of theory: ωB97M-V with the def2-TZVPD basis set

Values from the calculation:
frontier orbital gap = 0.374 Ha
ΔE to the lowest compared entry with this formula, charge and spin = 127.0 kJ/mol
HOMO energy = -9.074 eV
E = -8235.38248 eV
total charge = 0

Geometry (Å):
C 1.039 -0.507 1.255
N 0.319 -0.305 0.020
C -0.942 -0.439 0.032
N -1.703 -0.312 -1.106
C 0.968 1.770 -1.737
O 1.977 2.055 -1.299
H 1.763 0.307 1.385
H 1.610 -1.441 1.209
H 0.393 -0.540 2.148
H -1.520 -0.707 0.931
H -2.669 -0.054 -0.978
H -1.235 0.174 -1.860

Here are the Löwdin charges for atoms 1 to 5, given in e: atom 1 (C): -0.15, atom 2 (N): -0.07, atom 3 (C): -0.32, atom 4 (N): 0.07, atom 5 (C): -0.01

---

[5]
Formula: C34H41BN12O2PbSe
Source: the OMol25 dataset
Level of theory: ωB97M-V with the def2-TZVPD basis set

Values from the calculation:
frontier orbital gap = 0.180 Ha
ΔE to the lowest compared entry with this formula, charge and spin = 26.6 kJ/mol
HOMO energy = -13.308 eV
E = -129155.10699 eV
total charge = +2

Geometry (Å):
Pb 0.160 -0.003 -0.190
C 2.540 -1.974 -2.144
C 3.591 -1.065 -1.494
C 4.977 -1.376 -2.055
C 3.252 0.393 -1.653
C 4.066 1.429 -2.115
C 3.305 2.574 -1.983
N 2.110 2.245 -1.481
N 2.070 0.904 -1.270
B 0.952 3.230 -1.174
N -0.192 2.961 -2.178
C -0.600 3.902 -3.055
C -1.602 3.369 -3.822
C -1.741 2.047 -3.368
N -0.890 1.818 -2.349
C -2.586 1.015 -4.061
C -4.021 1.521 -4.245
C -1.964 0.655 -5.416
N 0.501 3.148 0.307
C 0.499 4.185 1.152
C 0.056 3.757 2.388
C -0.205 2.397 2.229
N 0.068 2.041 0.963
C -0.684 1.410 3.256
C -0.727 2.026 4.652
C -2.053 0.827 2.876
H 2.817 -3.021 -2.016
H 1.554 -1.840 -1.687
H 2.472 -1.768 -3.215
H 3.606 -1.281 -0.420
H 5.020 -1.177 -3.127
H 5.743 -0.777 -1.560
H 5.215 -2.426 -1.890
H 5.075 1.358 -2.485
H 3.541 3.597 -2.233
H 1.333 4.343 -1.371
H -0.126 4.869 -3.103
H -2.117 3.841 -4.642
H -2.574 0.103 -3.462
H -4.044 2.330 -4.977
H -4.671 0.728 -4.620
H -4.435 1.913 -3.315
H -1.869 1.543 -6.040
H -0.970 0.222 -5.284
H -2.589 -0.070 -5.942
H 0.803 5.167 0.826
H -0.051 4.352 3.280
H 0.029 0.584 3.279
H -1.459 2.835 4.701
H -1.010 1.269 5.383
H 0.248 2.424 4.935
H -2.790 1.625 2.759
H -1.992 0.264 1.939
H -2.401 0.149 3.658
Se 2.857 -3.320 6.913
N 3.512 -2.134 5.789
C 2.675 -2.045 4.786
C 2.856 -1.145 3.661
C 3.953 -0.284 3.595
C 4.033 0.611 2.556
C 3.022 0.609 1.602
N 2.001 -0.241 1.612
C 1.898 -1.118 2.637
C 0.748 -2.041 2.683
N -0.108 -2.043 1.648
C -1.132 -2.880 1.665
C -1.409 -3.743 2.718
C -0.558 -3.735 3.800
C 0.552 -2.891 3.784
C 1.518 -2.888 4.865
N 1.432 -3.643 5.930
H 4.703 -0.336 4.374
H 4.856 1.306 2.470
H 3.044 1.329 0.795
H -1.763 -2.869 0.783
H -2.258 -4.412 2.681
H -0.718 -4.377 4.656
C -3.489 -3.582 -2.046
C -2.922 -2.261 -1.633
N -1.803 -1.782 -2.020
O -1.133 -2.599 -2.846
C -3.678 -1.344 -0.730
C -4.835 -1.833 0.106
N -3.387 -0.126 -0.684
O -3.133 0.970 -0.532
H -2.670 -4.277 -2.214
H -4.007 -3.468 -3.002
H -4.187 -4.003 -1.327
H -0.352 -2.095 -3.119
H -5.648 -2.127 -0.560
H -5.195 -1.066 0.788
H -4.511 -2.704 0.675

Here are the Löwdin charges for atoms 1 to 5, given in e: atom 1 (Pb): 1.40, atom 2 (C): -0.06, atom 3 (C): -0.37, atom 4 (C): -0.06, atom 5 (C): -0.28

---

[6]
Formula: C4H12
Source: the OMol25 dataset
Level of theory: ωB97M-V with the def2-TZVPD basis set

Values from the calculation:
frontier orbital gap = 0.456 Ha
ΔE to the lowest compared entry with this formula, charge and spin = 112.2 kJ/mol
HOMO energy = -11.242 eV
E = -4341.36561 eV
total charge = 0

Geometry (Å):
C 0.426 0.237 -1.650
C -1.205 0.140 -1.711
H 0.872 1.125 -2.092
H 0.728 0.240 -0.587
H 0.730 -0.741 -2.030
H -1.499 -0.923 -1.563
H -1.624 0.217 -2.742
H -1.694 0.714 -0.945
C 1.065 0.202 1.650
C -0.277 -0.506 1.709
H 1.626 0.225 2.576
H 1.658 -0.346 0.837
H 1.081 1.254 1.253
H -0.136 -1.637 1.597
H -0.892 -0.207 0.932
H -0.908 -0.362 2.779

Here are the Löwdin charges for atoms 1 to 5, given in e: atom 1 (C): -0.12, atom 2 (C): -0.15, atom 3 (H): 0.06, atom 4 (H): -0.01, atom 5 (H): 0.06

---

[7]
Formula: C41H41AsN4OPdS2
Source: the OMol25 dataset
Level of theory: ωB97M-V with the def2-TZVPD basis set

Values from the calculation:
frontier orbital gap = 0.217 Ha
ΔE to the lowest compared entry with this formula, charge and spin = 16.8 kJ/mol
HOMO energy = -1.710 eV
E = -137181.10877 eV
total charge = -2

Geometry (Å):
Pd 1.022 -1.465 0.430
C 2.863 -0.671 -2.252
C 3.116 0.011 -0.946
N 2.925 -0.618 0.174
N 3.469 0.076 1.260
C 2.789 0.075 2.334
S 1.287 -0.715 2.656
S 3.471 1.009 3.679
C 4.494 2.199 2.783
C 5.946 1.849 2.569
C 6.856 2.877 2.341
C 8.194 2.609 2.094
C 8.645 1.296 2.072
C 7.743 0.265 2.294
C 6.405 0.538 2.541
C 3.450 1.441 -0.965
C 4.577 1.934 -1.608
C 4.870 3.288 -1.641
C 3.962 4.168 -1.031
C 2.813 3.720 -0.425
C 2.470 2.320 -0.349
O 1.419 1.886 0.182
H 2.950 -1.751 -2.179
H 3.565 -0.274 -2.989
H 1.855 -0.433 -2.602
H 4.422 3.133 3.344
H 4.014 2.354 1.814
H 6.502 3.902 2.339
H 8.883 3.425 1.910
H 9.688 1.079 1.874
H 8.080 -0.764 2.266
H 5.699 -0.267 2.691
H 5.270 1.229 -2.062
H 5.777 3.651 -2.108
H 4.170 5.235 -1.039
H 2.121 4.415 0.038
C -6.331 2.532 2.660
C -5.259 1.757 1.938
C -3.919 1.918 2.252
C -2.917 1.215 1.591
C -1.493 1.440 2.020
C -3.257 0.301 0.571
As -1.631 -0.372 -0.390
N -0.995 -1.794 0.562
C -1.581 -2.662 1.436
C -2.976 -2.785 1.596
C -3.526 -3.695 2.484
C -2.726 -4.534 3.247
C -1.345 -4.438 3.087
C -0.783 -3.533 2.210
C -2.333 -0.978 -2.156
C -2.429 -2.280 -2.656
C -2.336 -3.516 -1.805
C -2.664 -2.472 -4.021
C -2.836 -1.420 -4.899
C -3.082 -1.653 -6.366
C -2.772 -0.129 -4.385
C -2.513 0.106 -3.044
C -2.439 1.539 -2.573
C -4.615 0.102 0.277
C -5.144 -0.934 -0.687
C -5.585 0.842 0.952
H -5.893 3.243 3.361
H -6.989 1.866 3.223
H -6.956 3.091 1.958
H -3.635 2.615 3.034
H -1.444 2.203 2.797
H -0.829 1.740 1.204
H -1.066 0.524 2.428
H -3.629 -2.155 1.012
H -4.607 -3.746 2.575
H -3.161 -5.242 3.941
H -0.689 -5.083 3.663
H 0.292 -3.468 2.099
H -2.438 -3.301 -0.751
H -1.368 -4.003 -1.942
H -3.127 -4.215 -2.091
H -2.723 -3.491 -4.393
H -3.141 -2.719 -6.586
H -2.278 -1.229 -6.972
H -4.016 -1.187 -6.691
H -2.912 0.720 -5.050
H -2.647 2.220 -3.399
H -1.451 1.775 -2.169
H -3.161 1.739 -1.777
H -4.361 -1.443 -1.233
H -5.823 -0.480 -1.412
H -5.713 -1.686 -0.133
H -6.631 0.675 0.705
N 1.042 -3.706 -1.780
C 1.056 -2.839 -1.011

Here are the Löwdin charges for atoms 1 to 5, given in e: atom 1 (Pd): 0.63, atom 2 (C): -0.04, atom 3 (C): -0.28, atom 4 (N): -0.07, atom 5 (N): -0.07

---

[8]
Formula: C9H18Cl2SSc
Source: the OMol25 dataset
Level of theory: ωB97M-V with the def2-TZVPD basis set

Values from the calculation:
frontier orbital gap (spin up / spin down) = 0.117 / 0.154 Ha
ΔE to the lowest compared entry with this formula, charge and spin = 120.2 kJ/mol
HOMO energy (spin up / spin down) = -0.248 / -1.354 eV
E = -66206.47671 eV
total charge = -1

Geometry (Å):
Sc -0.703 0.129 2.128
Cl -1.930 2.055 1.679
Cl 1.091 -0.083 3.560
C 0.795 -1.283 -1.895
H 0.886 -2.043 -1.113
H 1.114 -0.297 -1.509
C -0.530 -1.316 -2.595
C 0.940 -1.706 -3.263
H -1.161 -2.147 -2.287
C 1.518 -0.721 -4.190
H 1.135 -2.767 -3.353
C 0.984 0.741 -4.020
H 2.630 -0.701 -4.112
H 1.274 -1.057 -5.226
C -0.542 0.781 -4.065
H 1.344 1.206 -3.095
H 1.374 1.373 -4.827
C -1.245 -0.074 -2.987
H -0.885 1.813 -3.992
H -0.880 0.430 -5.049
H -1.516 0.577 -2.115
H -2.222 -0.413 -3.385
C -0.157 -3.192 2.050
S -1.459 -2.197 1.223
C -2.335 -1.530 2.732
H 0.762 -2.602 1.989
H -0.041 -4.114 1.466
H -0.408 -3.447 3.085
H -3.404 -1.538 2.443
H -2.092 -2.084 3.626
H -2.251 -0.371 3.038

Here are the Löwdin charges for atoms 1 to 5, given in e: atom 1 (Sc): -0.27, atom 2 (Cl): -0.18, atom 3 (Cl): -0.15, atom 4 (C): -0.17, atom 5 (H): 0.10